A 2-piece molecular cluster, C4H9N5S overall in a non-equilibrium geometry, computed with ωB97M-V/def2-TZVPD.

Each line ends with the natural charge from an NBO analysis.
CARTESIAN COORDINATES (ANGSTROEM)
1 C -1.53398 0.11654 -1.21145  0.10
2 C 1.12508 1.64828 1.16661  -0.56
3 C 0.84544 -2.02783 1.23248  -0.40
4 C 1.25935 0.35731 0.86952  0.05
5 N -2.20716 0.86371 -2.11778  -0.28
6 N -1.32308 1.52154 -2.77012  -0.03
7 N -0.15108 1.18875 -2.28307  -0.16
8 N -0.22661 0.30475 -1.30586  -0.27
9 N 0.47175 -0.64770 1.35615  -0.62
10 S -2.30814 -0.93170 -0.08113  0.07
11 H 1.74327 2.39708 0.70718  0.20
12 H 0.37781 1.99588 1.85939  0.19
13 H 0.72877 1.55941 -2.61557  0.42
14 H 1.54873 -2.35823 2.01194  0.18
15 H -0.04584 -2.65272 1.28678  0.20
16 H 1.31383 -2.17683 0.25940  0.20
17 H 2.01420 0.02438 0.17057  0.19
18 H -0.13424 -0.41076 2.12564  0.38
19 H -3.49812 -0.77184 -0.66068  0.15

Its structure (SMILES) is Sc1nn[nH]n1.C=CNC. The lowest unoccupied orbital energy comes out at 0.0263 hartree. The calculated total energy is -829.7020 a.u. As for the energy above the lowest of the compared OMol25 structures with the same formula, charge and spin: 0.0 kcal per mole. The value obtained for the highest occupied orbital energy is -7.77 eV.